Record 1
A single C7H12S molecule. Source: the Open Molecules 2025 dataset; level of theory: ωB97M-V/def2-TZVPD.

```
! RIJCOSX wB97M-V def2-TZVPD def2/J DEFGRID3
* xyz 0 1
C 1.008 2.244 1.258
C -0.015 1.750 0.228
C -1.455 1.468 0.860
C -1.718 -0.095 0.795
C -0.285 -0.563 0.681
C 0.821 -0.988 -0.253
C 0.213 0.377 -0.391
H 0.686 3.201 1.715
H 1.989 2.410 0.791
H 1.161 1.500 2.067
H -0.087 2.492 -0.564
H -2.230 2.035 0.334
H -1.488 1.770 1.909
H -2.232 -0.440 1.693
H -2.330 -0.362 -0.089
H 0.200 -0.328 1.651
H 1.763 -1.133 0.263
H -0.440 -1.810 -2.024
H -0.458 0.296 -1.237
S 0.754 -2.174 -1.598
*
```

The energy relative to the best compared isomer or geometry (same formula, charge and spin) is 3.3063 eV. As for the HOMO-LUMO gap: 0.358 Eh. As for the LUMO energy: 0.951 eV. The HOMO energy comes out at -8.791 eV.


Record 2
3 unconnected molecules or ions with the total composition C25H48O14P2 at a distorted geometry. Source: the Open Molecules 2025 dataset; level of theory: ωB97M-V/def2-TZVPD.

```
! RIJCOSX wB97M-V def2-TZVPD def2/J DEFGRID3
* xyz 0 1
C -2.419 2.365 0.480
C -1.240 1.960 1.361
O -0.083 1.791 0.558
C 0.070 0.472 0.076
C 0.728 0.508 -1.284
O -0.255 0.299 -2.322
C 0.097 0.898 -3.489
C 0.754 0.282 -4.471
C 1.171 -1.150 -4.442
C 1.100 1.114 -5.664
O 2.150 0.984 -6.262
C 0.097 2.171 -6.051
O -0.081 2.431 -7.374
C -0.573 2.774 -5.074
C -1.619 3.836 -5.305
O -2.843 3.246 -5.693
C -3.613 2.794 -4.592
C -0.290 2.345 -3.665
O -0.390 3.106 -2.728
H -3.307 2.502 1.099
H -2.625 1.573 -0.242
H -2.159 3.285 -0.039
H -1.450 1.044 1.924
H -1.073 2.767 2.075
H 0.704 -0.105 0.759
H -0.907 -0.016 0.002
H 1.503 -0.257 -1.393
H 1.226 1.471 -1.404
H 2.255 -1.235 -4.523
H 0.757 -1.654 -5.320
H 0.792 -1.677 -3.572
H 0.553 3.088 -7.680
H -1.730 4.447 -4.406
H -1.313 4.496 -6.116
H -4.218 3.618 -4.201
H -4.241 1.974 -4.931
H -2.994 2.426 -3.768
O 6.412 -3.145 -2.955
P 6.068 -2.728 -1.593
O 4.495 -2.740 -1.328
C 3.739 -3.934 -1.550
C 4.083 -5.045 -0.577
O 6.308 -1.150 -1.454
C 6.780 -0.372 -2.556
C 5.637 0.148 -3.406
O 6.666 -3.115 -0.175
C 7.700 -4.112 -0.019
C 8.873 -3.905 -0.956
H 3.877 -4.267 -2.582
H 2.694 -3.648 -1.432
H 5.068 -5.465 -0.796
H 3.356 -5.855 -0.649
H 4.100 -4.670 0.446
H 7.483 -0.949 -3.157
H 7.335 0.461 -2.123
H 4.914 -0.639 -3.619
H 6.011 0.547 -4.350
H 5.106 0.947 -2.885
H 7.269 -5.107 -0.153
H 8.027 -4.040 1.016
H 8.570 -4.001 -1.999
H 9.643 -4.653 -0.762
H 9.302 -2.912 -0.823
O -4.602 0.069 6.952
P -5.009 0.586 5.642
O -4.495 -0.323 4.435
C -4.827 -1.716 4.406
C -6.310 -1.964 4.208
O -4.160 1.906 5.318
C -3.185 2.406 6.234
C -1.822 1.792 5.990
O -6.392 1.142 5.095
C -7.599 1.130 5.891
C -7.403 1.709 7.278
H -4.475 -2.195 5.323
H -4.264 -2.138 3.575
H -6.874 -1.704 5.107
H -6.496 -3.016 3.994
H -6.695 -1.360 3.386
H -3.507 2.247 7.263
H -3.145 3.484 6.075
H -1.879 0.710 5.867
H -1.147 2.013 6.817
H -1.386 2.198 5.075
H -7.987 0.111 5.949
H -8.325 1.720 5.336
H -6.698 1.115 7.860
H -8.352 1.722 7.815
H -7.015 2.726 7.220
*
```

As for the HOMO-LUMO gap: 0.324 Eh. As for the LUMO energy: -0.670 eV. The HOMO energy comes out at -9.495 eV.


Record 3
A single C6H6OS molecule at a distorted geometry. Source: the Open Molecules 2025 dataset; level of theory: ωB97M-V/def2-TZVPD.

```
! RIJCOSX wB97M-V def2-TZVPD def2/J DEFGRID3
* xyz 0 3
C 0.388 0.786 1.989
C -0.205 -0.257 1.068
C 0.773 1.873 1.337
C -0.163 0.104 -0.204
C -0.123 -2.239 -1.780
C -0.536 -0.967 -1.711
O -0.915 2.699 -0.253
S 0.270 1.890 -0.414
H 0.801 0.536 2.905
H -0.587 -1.125 1.655
H 1.029 2.849 1.574
H -0.269 -2.974 -2.535
H 0.535 -2.765 -1.121
H -0.999 -0.409 -2.509
*
```

The energy relative to the best compared isomer or geometry (same formula, charge and spin) is 4.1913 eV. As for the HOMO-LUMO gap (alpha / beta): 0.270 / 0.237 Eh. As for the LUMO energy (alpha / beta): 0.895 / -2.750 eV. The HOMO energy (alpha / beta) comes out at -6.457 / -9.188 eV.


Record 4
9 unconnected molecules or ions with the total composition H18O9 at a distorted geometry. Source: the Open Molecules 2025 dataset; level of theory: ωB97M-V/def2-TZVPD.

```
! RIJCOSX wB97M-V def2-TZVPD def2/J DEFGRID3
* xyz -1 2
O -1.621 1.983 -1.328
H -1.432 2.845 -1.697
H -0.765 1.635 -1.079
O -2.726 -0.250 0.678
H -1.923 0.075 0.270
H -2.565 -0.174 1.619
O 0.771 -3.306 1.114
H 1.584 -2.801 1.141
H 0.309 -2.977 0.343
O -2.557 -0.052 -2.674
H -3.066 0.561 -3.204
H -2.016 0.506 -2.115
O -2.054 -2.712 0.186
H -2.512 -1.875 0.268
H -2.075 -3.084 1.068
O 2.637 -1.435 0.454
H 3.368 -1.973 0.757
H 2.998 -0.923 -0.270
O 2.209 2.652 2.569
H 2.067 2.223 1.726
H 2.562 3.513 2.344
O 1.888 1.923 -0.333
H 2.062 1.682 -1.243
H 2.391 2.726 -0.197
O -0.124 -0.074 -0.337
H -0.076 -1.000 -0.100
H 0.667 0.311 0.040
*
```

The energy relative to the best compared isomer or geometry (same formula, charge and spin) is 0.4495 eV. As for the HOMO-LUMO gap (alpha / beta): 0.125 / 0.399 Eh. As for the LUMO energy (alpha / beta): 3.123 / 3.045 eV. The HOMO energy (alpha / beta) comes out at -0.265 / -7.803 eV.


Record 5
A molecular structure, C33H24Br2CoNO4PS at a distorted geometry. Source: the Open Molecules 2025 dataset; level of theory: ωB97M-V/def2-TZVPD.

```
! RIJCOSX wB97M-V def2-TZVPD def2/J DEFGRID3
* xyz 1 1
Co -0.733 0.443 1.043
O -2.741 3.519 0.313
S -2.118 2.303 -0.068
O -2.619 1.045 0.537
O -0.624 2.202 0.156
C -2.195 2.028 -1.801
C -2.927 2.848 -2.636
C -2.888 2.615 -4.005
C -2.119 1.579 -4.507
C -1.391 0.762 -3.651
C -1.412 0.984 -2.278
P -0.473 -0.164 -1.200
C 1.259 0.011 -1.695
C 2.199 -0.917 -1.244
C 3.541 -0.747 -1.536
C 3.960 0.358 -2.265
C 3.033 1.291 -2.702
C 1.685 1.121 -2.419
C -1.094 -1.756 -1.813
C -0.272 -2.744 -2.341
C -0.828 -3.939 -2.786
C -2.195 -4.143 -2.707
C -3.020 -3.150 -2.189
C -2.473 -1.962 -1.742
H -3.511 3.657 -2.217
H -3.455 3.248 -4.674
H -2.082 1.397 -5.573
H -0.806 -0.054 -4.058
H 1.891 -1.775 -0.666
H 4.260 -1.476 -1.187
H 5.010 0.491 -2.490
H 3.356 2.158 -3.263
H 0.973 1.863 -2.756
H 0.794 -2.590 -2.427
H -0.186 -4.703 -3.202
H -2.625 -5.073 -3.054
H -4.090 -3.304 -2.137
H -3.120 -1.191 -1.336
O -1.795 4.196 5.879
C -1.519 3.348 4.887
C -0.705 3.649 3.800
C -0.520 2.693 2.835
N -1.060 1.453 2.845
C -1.814 1.183 3.922
Br -2.613 -0.493 4.152
C -2.073 2.077 4.940
H -1.366 5.049 5.741
H -0.230 4.614 3.688
H 0.086 2.941 1.985
H -2.700 1.792 5.770
Br -1.381 -1.938 1.436
C 0.450 -2.450 1.648
C 0.778 -3.769 1.709
C 2.129 -4.116 1.915
C 3.074 -3.141 2.070
C 2.731 -1.769 1.998
C 3.701 -0.753 2.154
C 3.337 0.559 2.056
C 2.000 0.911 1.773
C 1.018 -0.030 1.611
C 1.383 -1.397 1.752
H 0.023 -4.539 1.619
H 2.403 -5.161 1.965
H 4.108 -3.407 2.251
H 4.727 -1.036 2.352
H 4.078 1.340 2.175
H 1.782 1.964 1.648
*
```

As for the HOMO-LUMO gap: 0.265 Eh. As for the LUMO energy: -3.559 eV. The HOMO energy comes out at -10.760 eV.


Record 6
A molecular structure, C27H22FeNO5 at a distorted geometry. Source: the Open Molecules 2025 dataset; level of theory: ωB97M-V/def2-TZVPD.

```
! RIJCOSX wB97M-V def2-TZVPD def2/J DEFGRID3
* xyz -2 6
C -3.719 0.345 1.959
O -2.417 0.874 2.259
C -1.322 0.056 2.410
C -0.613 -0.460 1.265
C -0.065 -1.832 1.501
C 0.806 -1.727 2.682
C 0.534 -0.814 3.690
C -0.646 -0.025 3.641
Fe 0.793 0.641 2.172
C 1.811 0.491 0.756
O 2.523 0.761 -0.121
C 2.167 1.324 3.070
O 3.103 1.936 3.387
C 0.236 2.258 1.727
O 0.066 3.325 1.301
H -4.331 1.229 1.776
H -3.692 -0.302 1.071
H -4.096 -0.205 2.832
H -0.929 -0.183 0.258
H -0.910 -2.532 1.678
H 0.464 -2.239 0.619
H 1.702 -2.347 2.725
H 1.153 -0.792 4.596
H -0.971 0.567 4.497
C 5.447 -2.221 4.454
C 5.214 -2.698 3.156
C 4.100 -3.502 2.899
C 3.196 -3.830 3.927
C 1.931 -4.572 3.532
C 0.825 -4.567 4.415
N -0.166 -5.534 4.319
C -0.505 -6.112 3.121
C -1.584 -6.986 2.998
C -2.375 -7.304 4.156
C -3.501 -8.133 4.013
C -3.845 -8.659 2.771
C -3.049 -8.389 1.638
C -1.932 -7.573 1.749
C -1.945 -6.752 5.387
C -0.890 -5.883 5.452
O 1.898 -5.052 2.368
C 3.437 -3.346 5.219
C 4.558 -2.549 5.484
H 6.324 -1.599 4.656
H 5.892 -2.448 2.335
H 3.910 -3.852 1.883
H 0.817 -4.018 5.366
H 0.080 -5.808 2.268
H -4.087 -8.366 4.905
H -4.721 -9.298 2.673
H -3.311 -8.829 0.676
H -1.286 -7.359 0.894
H -2.480 -6.990 6.307
H -0.559 -5.392 6.366
H 2.725 -3.588 6.006
H 4.732 -2.182 6.500
*
```

The energy relative to the best compared isomer or geometry (same formula, charge and spin) is 1.8350 eV. As for the HOMO-LUMO gap (alpha / beta): 0.122 / 0.198 Eh. As for the LUMO energy (alpha / beta): 4.877 / 3.740 eV. The HOMO energy (alpha / beta) comes out at 1.548 / -1.645 eV.


Record 7
A molecular structure, C51H79BrInO25 at a distorted geometry. Source: the Open Molecules 2025 dataset; level of theory: ωB97M-V/def2-TZVPD.

```
! RIJCOSX wB97M-V def2-TZVPD def2/J DEFGRID3
* xyz -1 1
C 0.456 0.063 -0.078
C -0.604 -0.093 -1.239
O -0.303 -0.215 -2.433
O -2.022 -0.048 -0.943
C -2.312 -1.349 -0.389
O -2.358 -1.527 0.840
C -2.633 -2.587 -1.350
In -1.499 -4.467 -0.646
C 0.409 -3.717 0.298
C 1.737 -3.925 -0.566
C 1.628 -3.527 -2.108
Br 2.729 -1.874 -2.456
H -0.076 -0.139 0.919
H 0.977 1.074 -0.050
H 1.255 -0.754 -0.182
H -3.763 -2.757 -1.250
H -2.405 -2.341 -2.442
H -2.569 -5.209 0.618
H -1.277 -5.614 -2.007
H 0.560 -4.334 1.269
H 0.287 -2.639 0.641
H 2.169 -4.978 -0.412
H 2.530 -3.222 -0.112
H 0.577 -3.378 -2.499
H 2.161 -4.353 -2.698
O 1.528 2.615 0.722
C 1.189 3.683 0.279
O 1.648 4.877 0.739
C 0.956 5.942 0.064
C 0.442 5.333 -1.218
C 0.177 3.898 -0.814
H 0.149 6.295 0.708
H 1.644 6.766 -0.123
H -0.432 5.843 -1.616
H 1.227 5.360 -1.982
H -0.826 3.770 -0.401
H 0.343 3.208 -1.642
O -2.168 6.179 -0.042
C -2.314 7.286 0.402
O -1.720 7.729 1.542
C -2.190 9.049 1.842
C -2.692 9.601 0.527
C -3.198 8.357 -0.176
H -2.984 8.974 2.592
H -1.374 9.645 2.252
H -3.449 10.377 0.646
H -1.857 10.027 -0.038
H -4.237 8.138 0.080
H -3.074 8.427 -1.256
O -4.796 -5.231 0.117
C -5.169 -6.101 0.852
O -4.998 -6.084 2.203
C -5.460 -7.320 2.756
C -6.426 -7.879 1.735
C -5.843 -7.379 0.430
H -4.597 -7.975 2.914
H -5.943 -7.134 3.717
H -6.526 -8.964 1.784
H -7.418 -7.443 1.885
H -5.091 -8.064 0.032
H -6.620 -7.187 -0.309
O 0.686 8.050 -1.807
C 1.498 8.177 -2.685
O 2.842 8.141 -2.485
C 3.515 8.434 -3.716
C 2.513 8.114 -4.802
C 1.193 8.442 -4.135
H 3.803 9.489 -3.713
H 4.415 7.823 -3.796
H 2.688 8.667 -5.726
H 2.550 7.046 -5.037
H 0.925 9.494 -4.256
H 0.390 7.797 -4.491
O -7.850 1.166 -2.403
C -6.902 1.211 -1.662
O -5.757 1.889 -1.938
C -4.797 1.643 -0.900
C -5.608 1.216 0.300
C -6.782 0.503 -0.339
H -4.112 0.862 -1.237
H -4.226 2.553 -0.705
H -5.046 0.597 1.001
H -5.965 2.099 0.841
H -6.568 -0.553 -0.518
H -7.692 0.617 0.250
O 7.606 -1.105 0.693
C 6.688 -0.356 0.476
O 5.383 -0.727 0.504
C 4.563 0.377 0.095
C 5.404 1.608 0.340
C 6.809 1.096 0.095
H 4.309 0.250 -0.962
H 3.643 0.388 0.680
H 5.126 2.452 -0.293
H 5.305 1.923 1.383
H 7.090 1.165 -0.959
H 7.539 1.607 0.722
O -7.675 -9.902 -0.969
C -7.384 -9.572 -2.090
O -6.178 -9.812 -2.667
C -6.135 -9.190 -3.958
C -7.581 -9.019 -4.365
C -8.270 -8.802 -3.033
H -5.612 -8.234 -3.867
H -5.586 -9.828 -4.653
H -7.734 -8.207 -5.077
H -7.949 -9.942 -4.822
H -8.270 -7.749 -2.741
H -9.283 -9.201 -3.034
O 6.504 3.754 4.249
C 5.798 4.463 3.581
O 4.995 4.011 2.583
C 4.378 5.126 1.923
C 4.426 6.256 2.926
C 5.704 5.962 3.687
H 4.946 5.351 1.014
H 3.353 4.870 1.644
H 4.408 7.244 2.463
H 3.570 6.186 3.604
H 6.577 6.408 3.205
H 5.635 6.278 4.727
O -2.378 3.986 -6.964
C -2.747 3.107 -6.226
O -2.572 3.124 -4.881
C -3.028 1.881 -4.324
C -3.995 1.322 -5.341
C -3.419 1.827 -6.648
H -2.163 1.229 -4.170
H -3.508 2.064 -3.362
H -4.091 0.237 -5.292
H -4.988 1.755 -5.186
H -2.666 1.146 -7.051
H -4.199 2.017 -7.385
O 1.625 -5.353 3.010
C 2.568 -4.624 3.180
O 2.708 -3.405 2.591
C 3.991 -2.862 2.923
C 4.410 -3.571 4.190
C 3.777 -4.936 4.024
H 4.677 -3.055 2.092
H 3.907 -1.783 3.067
H 5.489 -3.602 4.328
H 3.973 -3.067 5.058
H 4.427 -5.622 3.476
H 3.486 -5.365 4.982
O 5.654 -7.063 6.006
C 6.595 -6.337 6.175
O 6.732 -5.119 5.583
C 8.015 -4.571 5.913
C 8.435 -5.278 7.182
C 7.804 -6.646 7.018
H 8.700 -4.764 5.083
H 7.927 -3.493 6.056
H 9.517 -5.307 7.320
H 7.998 -4.774 8.050
H 8.455 -7.332 6.470
H 7.515 -7.074 7.977
*
```

As for the HOMO-LUMO gap: 0.207 Eh. As for the LUMO energy: 1.454 eV. The HOMO energy comes out at -4.180 eV.


Record 8
A single C6H9N molecule at a distorted geometry. Source: the Open Molecules 2025 dataset; level of theory: ωB97M-V/def2-TZVPD.

```
! RIJCOSX wB97M-V def2-TZVPD def2/J DEFGRID3
* xyz 0 1
C -1.532 -0.375 0.648
C -0.373 -0.207 -0.392
C 0.346 1.128 -0.238
C 1.443 0.557 0.675
C 1.124 -0.817 0.060
C -0.912 -0.516 -1.713
N -1.357 -0.725 -2.763
H -2.070 -1.334 0.601
H -2.285 0.408 0.462
H -1.181 -0.240 1.678
H -0.263 1.940 0.139
H 0.771 1.355 -1.216
H 2.436 0.977 0.463
H 1.256 0.673 1.745
H 1.832 -1.057 -0.740
H 0.514 -1.594 0.433
*
```

The energy relative to the best compared isomer or geometry (same formula, charge and spin) is 2.2889 eV. As for the HOMO-LUMO gap: 0.393 Eh. As for the LUMO energy: 0.843 eV. The HOMO energy comes out at -9.850 eV.